18
Properties=species:S:1:pos:R:3:nbo_charge:R:1 method="wB97M-V/def2-TZVPD" charge=0 homo_ev=-8.17 largest_force_ev_per_a=8.6 orbital_gap_ev=9.098 e_lumo_ev=0.928
C 1.710 -0.555 -0.286 -0.08
C 0.062 -1.112 -0.638 -0.11
C -0.884 -1.669 0.224 -0.37
C -1.487 -0.395 0.653 -0.28
C -0.657 2.118 0.110 -0.14
H 1.644 1.113 0.378 0.48
H 2.065 0.125 -1.196 0.18
H 2.265 -1.455 0.018 0.18
H 0.029 -1.521 -1.589 0.18
H -0.614 -2.490 1.172 0.23
H -1.787 -1.958 -0.735 0.21
H -1.112 0.249 1.539 0.20
H -2.553 -0.532 0.661 0.20
H -0.397 3.106 0.086 0.18
H -1.594 1.787 0.417 0.16
N -0.725 0.091 -0.532 -0.28
N -0.061 1.340 -0.615 -0.22
O 1.886 0.155 0.863 -0.72